# 1
Molecular formula: C30H46BrN3P2Sr
Method: DFT, the ωB97M-V functional and the def2-TZVPD basis

Geometry (Å):
1 C -1.21310 6.35089 -3.03067
2 C -1.52309 4.97545 -3.16429
3 C -1.67785 4.51234 -4.50783
4 C -1.51550 5.41087 -5.57642
5 N -1.22922 6.70570 -5.40892
6 C -1.06614 7.16258 -4.16438
7 C -1.64447 4.16227 -1.98363
8 C -1.49917 3.27025 -1.12478
9 C -0.56519 2.17634 -0.77044
10 C 0.49345 2.45002 0.11819
11 C 1.21067 1.39590 0.68716
12 C 0.98275 0.08188 0.25013
13 C -0.15903 -0.19809 -0.52804
14 C -0.96857 0.84927 -0.98909
15 Sr -2.12595 2.05358 1.22258
16 P 2.26803 -1.19749 0.43174
17 H -1.96079 3.49357 -4.76707
18 H -1.10493 6.82794 -2.06097
19 H -1.62860 5.09073 -6.62135
20 H -0.81881 8.22558 -4.06600
21 H -1.90532 0.71862 -1.54927
22 H 0.76154 3.50086 0.25911
23 H -0.42950 -1.23933 -0.72705
24 H 1.96655 1.60952 1.44728
25 C 1.66542 -2.43588 1.56609
26 C 2.37108 -3.78338 1.51239
27 H 0.58430 -2.50907 1.37440
28 H 1.71101 -1.98338 2.56895
29 H 2.37006 -4.19778 2.52629
30 H 1.82790 -4.47894 0.86091
31 H 3.40908 -3.70327 1.16617
32 C 2.54227 -1.78335 -1.25676
33 C 3.23510 -0.79159 -2.20115
34 H 1.54513 -2.02786 -1.66307
35 H 3.09211 -2.73638 -1.22415
36 H 3.10544 -1.13092 -3.23463
37 H 2.78228 0.20310 -2.15644
38 H 4.31107 -0.68418 -2.01521
39 C 3.70255 -0.32891 1.09754
40 C 4.92101 -1.17471 1.43815
41 H 3.34780 0.15058 2.02365
42 H 3.97769 0.45837 0.37836
43 H 5.66999 -0.50430 1.87944
44 H 4.66448 -1.92350 2.19758
45 H 5.36331 -1.65797 0.55560
46 Br -1.53219 -0.96553 1.97639
47 P -2.90879 -3.51789 -1.66593
48 C -1.07477 -3.75784 -1.52238
49 C -0.62911 -5.17740 -1.89225
50 H -0.78272 -3.51709 -0.48702
51 H -0.59701 -3.03810 -2.20717
52 H 0.44615 -5.18731 -2.10822
53 H -0.80516 -5.89245 -1.08036
54 H -1.14865 -5.54359 -2.78541
55 C -3.41605 -3.25317 0.08260
56 C -4.75707 -3.93605 0.39321
57 H -3.45799 -2.17464 0.28264
58 H -2.63020 -3.66194 0.73193
59 H -4.89716 -3.99794 1.47734
60 H -5.61261 -3.38570 -0.01235
61 H -4.81117 -4.95844 0.00113
62 C -3.01458 -1.84607 -2.43779
63 C -3.28555 -1.93145 -3.94600
64 H -2.07419 -1.31189 -2.24933
65 H -3.83008 -1.30724 -1.93270
66 H -3.61581 -0.95486 -4.31778
67 H -2.38489 -2.21228 -4.50504
68 H -4.07158 -2.65851 -4.18234
69 C 2.03408 0.71049 6.26586
70 C 1.16835 1.42623 5.29959
71 C 0.98990 2.79504 5.10437
72 C 0.02606 2.91033 4.07111
73 N -0.34703 1.69775 3.63345
74 N 0.34655 0.82251 4.42510
75 C -0.54943 4.11659 3.43626
76 H 3.00310 1.20964 6.35746
77 H 1.59838 0.69748 7.27192
78 H 2.21196 -0.32408 5.95612
79 H 1.48338 3.58110 5.63391
80 H 0.15781 -0.18521 4.31219
81 H -1.65996 4.11269 3.43744
82 H -0.22826 4.99097 4.01527
83 H -0.19059 4.25985 2.39671

Highest occupied orbital energy = -12.0 eV
ΔE to the lowest compared entry with this formula, charge and spin = 33.0 kcal per mole
E = -125768.377 eV
2S+1 = 1
Charge = +2
Gap between HOMO and LUMO = 5.395 eV

---

# 2
Molecular formula: C5H8N
Method: DFT, the ωB97M-V functional and the def2-TZVPD basis

Geometry (Å):
1 C -1.70425 -1.14079 0.16590
2 C -0.59405 -0.56305 -0.28170
3 C 0.49944 -0.56211 -1.64153
4 C 1.07369 0.51457 -0.81071
5 N 0.27959 0.51170 0.21165
6 C 0.30068 1.23353 1.45996
7 H -2.02504 -1.11735 1.25068
8 H -2.34221 -1.77342 -0.43220
9 H 0.10482 -0.60878 -2.69754
10 H 1.20903 -1.37592 -1.40558
11 H 2.17168 0.78713 -0.81115
12 H 1.28731 1.83535 1.39501
13 H 0.28741 0.40106 2.13458
14 H -0.54810 1.85810 1.46263

Highest occupied orbital energy = -14.8 eV
SMILES string = C=C1CC=[N+]1C
ΔE to the lowest compared entry with this formula, charge and spin = 77.2 kcal per mole
E = -6794.739 eV
2S+1 = 1
Charge = +1
Gap between HOMO and LUMO = 9.703 eV

---

# 3
Molecular formula: C13H16ClF11NO6S
Method: DFT, the ωB97M-V functional and the def2-TZVPD basis

Geometry (Å):
1 O 0.51359 0.28839 2.34550
2 S -0.42969 0.05546 1.27921
3 O -1.16819 1.28207 1.00893
4 N 0.33963 -0.59542 0.08013
5 C -0.36493 -0.45934 -1.19242
6 C 0.69026 -0.10587 -2.26613
7 C 1.88373 -1.08008 -2.27058
8 Cl 1.70857 -2.23991 -3.67399
9 C -1.64177 -1.14742 2.06858
10 F -1.48938 -1.06847 3.39925
11 F -1.39687 -2.41717 1.75050
12 C -3.11493 -0.82804 1.75341
13 F -3.88055 -1.86490 2.13643
14 F -3.56127 0.21252 2.40011
15 F -3.31205 -0.71328 0.45704
16 H -1.10940 0.35081 -1.22705
17 H -0.87966 -1.38049 -1.52650
18 H 1.07502 0.90943 -2.11852
19 H 0.21315 -0.16321 -3.25228
20 H 2.02344 -1.62085 -1.33483
21 H 2.80167 -0.52789 -2.45476
22 C 7.84136 -3.73140 0.72342
23 C 6.62005 -4.07493 -0.10283
24 O 6.06381 -2.89786 -0.70849
25 C 6.63001 -2.49614 -1.84081
26 O 7.55525 -3.02562 -2.38421
27 C 5.89005 -1.26722 -2.38207
28 F 5.62466 -0.37442 -1.41574
29 F 4.71987 -1.62112 -2.93268
30 F 6.60076 -0.62907 -3.31985
31 H 7.60087 -2.96225 1.45849
32 H 8.21030 -4.61451 1.24552
33 H 8.64277 -3.33986 0.09629
34 H 5.84056 -4.48457 0.53704
35 H 6.84603 -4.82547 -0.86009
36 C -4.43281 3.21690 2.32207
37 C -4.98611 2.79769 0.97929
38 O -6.34816 3.25758 0.81456
39 C -6.50216 4.50807 0.40736
40 O -5.62367 5.28410 0.17059
41 C -7.99531 4.81722 0.23479
42 F -8.72857 4.35337 1.26095
43 F -8.47769 4.25150 -0.88739
44 F -8.22204 6.13226 0.14787
45 H -5.08373 2.87548 3.12927
46 H -3.43811 2.79772 2.47008
47 H -4.36662 4.30308 2.39956
48 H -5.02148 1.71304 0.91426
49 H -4.36030 3.15012 0.16069

Highest occupied orbital energy = -5.3 eV
ΔE to the lowest compared entry with this formula, charge and spin = 0.0 kcal per mole
E = -80767.831 eV
2S+1 = 1
Charge = -1
Gap between HOMO and LUMO = 7.695 eV